Entry 1:
# C39H52O39

A cluster of 13 separate species, C39H52O39 in total (the ωB97M-V functional and the def2-TZVPD basis, the OMol25 dataset).

Cartesian coordinates (Å):
C 0.664494 -0.647968 0.319096
C -0.696486 -0.398944 0.927707
O -1.165694 0.793006 0.262333
C -0.138661 1.405814 -0.346708
O -0.189154 2.495483 -0.814272
O 0.926304 0.578361 -0.367790
H 0.733554 -1.487115 -0.374319
H 1.433508 -0.815623 1.073896
H -0.602180 -0.106499 1.970381
H -1.412288 -1.181357 0.696864
C 0.091690 -3.715802 -4.880104
C 1.358545 -4.108171 -4.110398
O 1.387940 -3.089740 -3.104675
C 0.592724 -2.075620 -3.440577
O 0.376699 -1.096220 -2.796184
O -0.021324 -2.332176 -4.614393
H -0.795980 -4.267798 -4.552219
H 0.115495 -4.028282 -5.924655
H 2.227897 -4.067423 -4.766209
H 1.303435 -5.053744 -3.583062
C 0.892752 5.273316 -4.570472
C 1.308873 5.096721 -3.066572
O 0.219926 5.695043 -2.350900
C -0.615109 6.309050 -3.178807
O -1.538789 7.004612 -2.887854
O -0.245850 6.071598 -4.456731
H 0.596911 4.262438 -4.872425
H 1.678735 5.667008 -5.208271
H 2.194184 5.691048 -2.830608
H 1.400421 4.081723 -2.688389
C -1.665185 -6.859443 -0.968065
C -0.563699 -6.623145 -2.021880
O -0.321861 -5.241816 -1.891680
C -0.876299 -4.742442 -0.787724
O -0.922321 -3.591159 -0.492087
O -1.510418 -5.744137 -0.128139
H -1.556479 -7.802856 -0.432235
H -2.660891 -6.940180 -1.414113
H -1.018510 -6.907479 -2.969972
H 0.324109 -7.214102 -1.797880
C -1.743933 2.122561 -3.250738
C -2.057369 1.654585 -4.660784
O -2.305359 2.870068 -5.368537
C -2.657349 3.811664 -4.471311
O -3.160311 4.850696 -4.772809
O -2.558741 3.316983 -3.221224
H -0.709986 2.448776 -3.164066
H -2.156247 1.528418 -2.441770
H -2.905925 0.971871 -4.719815
H -1.184192 1.102338 -5.008843
C 4.664207 1.005320 0.636277
C 5.325382 2.167984 1.298515
O 5.874661 2.874257 0.191787
C 5.747895 2.178516 -0.957081
O 6.162557 2.545316 -2.000360
O 5.103279 0.972594 -0.711396
H 3.573865 1.042939 0.677633
H 4.986080 0.059518 1.072718
H 6.090943 1.917291 2.033985
H 4.593070 2.772565 1.834754
C -5.120157 -1.629223 1.504960
C -5.858447 -0.302524 1.193390
O -6.882603 -0.780017 0.318750
C -6.609329 -1.999063 -0.144081
O -7.224720 -2.559208 -0.998685
O -5.583528 -2.548309 0.523572
H -5.174802 -2.048100 2.509650
H -4.045777 -1.456220 1.407324
H -5.245001 0.366368 0.589801
H -6.247669 0.226725 2.057395
C 4.797688 -2.756394 4.153962
C 5.214479 -1.429900 3.511349
O 3.939782 -1.001093 3.003960
C 2.953106 -1.629522 3.666111
O 1.776692 -1.551267 3.420126
O 3.439566 -2.571143 4.451713
H 5.316874 -3.022551 5.074697
H 4.923097 -3.600926 3.473962
H 5.977163 -1.658777 2.769975
H 5.628049 -0.764672 4.270005
C 3.680698 0.540446 -3.668901
C 2.977024 1.830217 -3.249487
O 1.765761 1.739441 -3.973908
C 1.891243 0.844809 -4.977990
O 1.097984 0.786841 -5.863078
O 2.921915 0.007081 -4.748222
H 3.716899 -0.139138 -2.811491
H 4.752683 0.636365 -3.849002
H 3.561232 2.713406 -3.514734
H 2.747077 1.819129 -2.184849
C -4.686006 -0.935871 6.672688
C -3.333430 -0.633839 7.329342
O -2.518853 -0.288104 6.236215
C -3.079467 -0.714815 5.076609
O -2.541512 -0.693541 4.017754
O -4.343912 -1.069758 5.313937
H -5.397792 -0.116048 6.767852
H -5.081400 -1.838332 7.136676
H -3.012350 -1.505009 7.899980
H -3.512049 0.179353 8.032210
C -0.570773 2.324409 3.422343
C -0.165210 2.253190 4.902063
O -0.583216 3.498205 5.429337
C -0.872895 4.352619 4.402763
O -1.203778 5.469365 4.565441
O -0.789256 3.714744 3.215265
H -1.446353 1.714669 3.203315
H 0.261720 2.008033 2.791735
H 0.913150 2.207263 5.064399
H -0.705325 1.429992 5.367206
C -3.486153 3.785538 -0.055216
C -2.703261 4.961927 -0.560676
O -2.584455 5.826267 0.564338
C -3.232241 5.304597 1.595424
O -3.402255 5.840534 2.655036
O -3.755672 4.084212 1.316337
H -3.031325 2.803781 -0.180667
H -4.353040 3.771401 -0.726623
H -3.185890 5.418976 -1.419274
H -1.730774 4.566164 -0.860884
C 2.208828 -3.995297 0.452034
C 3.179329 -4.496010 1.562467
O 3.128049 -5.915543 1.301294
C 2.727669 -6.144983 0.045080
O 2.706724 -7.220176 -0.472639
O 2.237392 -5.030441 -0.503652
H 2.612778 -3.125955 -0.059833
H 1.230596 -3.863217 0.909480
H 2.850742 -4.447860 2.599491
H 4.171145 -4.043463 1.518236

Force components x, y, z for each atom (eV/Å):
C 0.472 -0.296 -0.163
C -0.332 0.404 -0.148
O -0.116 0.107 -0.035
C -0.180 -1.040 0.223
O 0.362 0.409 -0.144
O 0.757 0.590 -0.140
H -0.418 0.270 -0.233
H -0.062 0.287 0.122
H -0.307 -0.632 0.208
H 0.027 -0.122 0.465
C -0.102 -1.659 -0.069
C -0.630 0.159 -0.203
O 0.813 0.051 0.426
C -0.785 0.031 -0.288
O 0.494 0.128 0.080
O -0.310 -0.014 -0.485
H -0.014 0.385 0.673
H 0.473 0.981 -0.259
H 0.202 0.198 0.279
H 0.019 -0.082 -0.194
C 0.110 -2.034 1.923
C 0.126 0.964 -0.135
O 0.307 -0.368 0.659
C -0.514 0.813 -0.621
O 0.407 -0.476 0.186
O -0.451 0.805 -1.020
H 0.027 0.254 -0.680
H -0.224 0.303 -0.004
H 0.100 -0.225 0.071
H 0.077 -0.068 -0.322
C 0.347 -0.990 -0.517
C -1.116 -1.318 0.725
O 0.536 0.567 -1.009
C -1.330 -0.597 -0.217
O 0.578 -0.005 0.308
O -0.294 0.645 0.917
H 0.380 0.268 0.306
H -0.032 0.686 0.053
H 0.598 0.456 -0.378
H 0.190 0.265 -0.166
C -1.220 0.934 -0.650
C 0.876 -1.151 0.457
O 0.661 -0.517 -0.043
C -1.667 0.088 -0.383
O 0.595 -0.155 0.359
O 0.333 0.842 0.438
H 0.054 -0.462 0.342
H 0.618 -0.392 -0.036
H -0.278 0.318 0.002
H -0.066 0.353 -0.658
C -0.581 -2.045 0.382
C -0.137 0.644 0.333
O 0.115 0.358 0.047
C -0.188 -0.689 0.748
O -0.137 -0.178 -0.458
O 0.597 1.618 -0.483
H 0.034 0.093 -0.149
H -0.203 0.047 0.056
H 0.279 -0.108 -0.353
H 0.082 0.293 -0.273
C 1.373 0.769 0.449
C 0.404 -1.112 -0.405
O -0.758 0.904 0.115
C -0.588 -0.675 -0.265
O 0.176 0.196 0.089
O 0.442 0.154 0.294
H -0.840 0.049 -0.011
H 0.005 -0.200 -0.419
H 0.162 0.082 0.261
H -0.287 -0.138 -0.067
C 1.177 -0.430 0.506
C -0.041 -1.321 1.017
O 0.698 0.994 -0.281
C -1.898 -1.063 -1.471
O 0.989 0.959 0.310
O -0.074 -0.458 0.971
H 0.078 0.261 -0.054
H -0.153 0.078 -0.074
H -0.377 0.573 -0.516
H -0.295 0.388 -0.232
C 1.027 -0.569 1.731
C 0.451 -0.530 0.164
O -0.005 0.730 -0.320
C -1.107 -0.106 0.320
O 0.411 -0.380 -0.186
O 0.332 0.526 -0.256
H -0.694 -0.355 -0.257
H -0.214 0.386 -0.926
H -0.260 0.103 -0.080
H -0.019 0.153 -0.049
C 0.248 0.319 0.844
C -1.581 0.160 0.658
O 0.914 -0.068 0.025
C -0.024 0.647 0.645
O -0.005 -0.083 -0.108
O -0.591 -0.979 -1.032
H -0.011 -0.066 -0.001
H -0.311 -0.129 -0.634
H 0.643 0.023 -0.338
H 0.724 0.252 -0.163
C 0.886 -0.009 0.234
C -0.136 -0.205 -0.251
O -0.273 0.111 -0.156
C -0.480 -0.327 0.485
O 0.247 0.576 -0.038
O -0.092 -0.150 -0.247
H -0.194 0.306 -0.058
H -0.130 -0.003 -0.169
H -0.036 -0.410 -0.125
H 0.273 0.087 0.359
C -1.092 -0.374 -0.840
C 1.450 -0.784 -0.546
O 0.158 0.172 -0.493
C -0.830 0.508 1.594
O 0.250 -0.321 -0.689
O -0.044 -0.316 -0.702
H 0.443 0.159 0.423
H -0.679 -0.294 0.927
H 0.116 0.483 0.245
H 0.198 0.724 -0.002
C 1.075 0.687 1.211
C -0.935 -0.651 -0.174
O 1.215 0.201 0.208
C -0.595 -0.897 0.089
O 0.173 0.226 -0.068
O -0.192 -0.123 -0.411
H -0.452 0.328 0.233
H -0.219 0.179 -0.531
H -0.405 0.593 -0.172
H 0.226 -0.513 -0.459

Output
* LUMO level: -0.55 eV
* net charge: 0
* E: -4451.7511 hartree
* frontier orbital gap: 9.18 eV
* HOMO energy: -9.73 eV

Entry 2:
# C39H53BMnN10O2SbSe4Si2Te

A structure of composition C39H53BMnN10O2SbSe4Si2Te (the ωB97M-V functional and the def2-TZVPD basis, the OMol25 dataset).

Cartesian coordinates (Å):
Mn 1.014462 0.480673 3.160704
C 4.454403 1.440707 4.175627
C 3.230642 1.959202 4.740677
C 3.157820 2.923389 5.761348
C 1.814833 3.205189 5.866350
N 1.074793 2.475673 5.003762
N 1.966375 1.657298 4.298000
B -0.376038 2.789731 4.504744
N -0.256824 3.087747 2.987408
C -0.626085 4.175619 2.303044
C -0.300713 4.008786 0.972428
C 0.442270 2.825191 0.935230
C 1.075643 2.234540 -0.318291
N 0.372197 2.224997 2.156696
N -1.291794 1.577282 4.455258
C -2.579454 1.409476 4.775693
C -2.897684 0.074188 4.730157
C -1.693479 -0.548000 4.296020
C -1.506561 -1.946379 3.889575
N -0.738598 0.387531 4.111263
N -0.851023 3.988895 5.305844
C -0.289109 5.198919 5.409892
C -0.954926 5.872447 6.437176
C -1.949477 4.969211 6.850870
C -3.162920 5.214303 7.694192
N -1.831709 3.817085 6.217985
H 5.238476 1.720105 4.955360
H 4.735750 2.039245 3.298286
H 4.544298 0.381758 3.921186
H 3.978550 3.326400 6.357275
H 1.247759 3.867090 6.464129
H -1.094613 5.043777 2.784105
H -0.463403 4.752308 0.173714
H 0.886313 2.880725 -1.174298
H 0.657144 1.211714 -0.427033
H 2.158623 2.022651 -0.273068
H -3.180897 2.245113 5.004668
H -3.827639 -0.507066 4.848495
H -0.559388 -2.255527 3.490608
H -2.379961 -2.314129 3.313072
H -1.449356 -2.433001 4.840454
H 0.682936 5.443216 4.900701
H -0.683127 6.869219 6.768237
H -3.927418 4.499340 7.618405
H -3.606406 6.103196 7.298239
H -2.957486 5.448731 8.773806
Se 1.319108 -4.511977 4.496498
Sb 2.069935 -5.130725 6.655353
Se 2.006860 -1.498390 4.410937
Se 1.157684 -1.284551 6.523052
Se 2.354246 -2.930537 7.776937
O 2.528644 0.393791 1.787783
C 2.060010 -0.494164 1.083819
N 2.519598 -1.201540 0.132773
C 1.616294 -2.134037 -0.320592
C 0.362858 -1.633065 0.492536
O -0.810244 -2.039474 0.278603
N 0.682785 -0.654947 1.378611
C 2.127934 -3.576650 -0.212584
C 2.877153 -4.191098 -1.213787
C 3.156383 -5.543536 -1.059020
C 2.762793 -6.253593 0.062030
C 2.062601 -5.609703 1.104950
C 1.757578 -4.275335 0.934614
C 1.235583 -1.819169 -1.853686
C 1.550628 -0.616830 -2.431590
C 1.048047 -0.106935 -3.650073
C 0.104526 -0.904660 -4.283990
C 0.033094 -2.325529 -4.172274
C 0.545573 -2.841882 -2.639125
H 3.499355 -1.412943 0.178970
H 3.033740 -3.620552 -2.095106
H 3.718581 -5.974295 -1.841425
H 2.911929 -7.338527 0.024008
H 1.806272 -6.141198 2.084862
H 1.101662 -3.790072 1.713522
H 2.014407 0.112812 -1.686059
H 1.304660 0.854102 -4.127114
H -0.555772 -0.452606 -5.041605
H -0.977306 -2.696060 -4.428464
H -0.217794 -3.420535 -2.138403
C 2.647760 2.052927 -13.212442
Si 1.086194 1.136529 -13.099885
C 0.920948 -0.406530 -12.211056
C -0.352452 1.852462 -13.789846
C 1.153687 -3.273904 -3.964066
Te -1.801626 -3.848313 0.024427
C -3.772745 -3.005803 0.517910
Si -4.213139 -1.476208 -0.533218
C -6.023958 -1.194460 -0.314215
C -3.113322 -0.064995 0.101024
C -3.829063 -1.555590 -2.435222
H 3.443561 1.436208 -12.768200
H 2.489995 2.959306 -12.625443
H 2.962893 2.181030 -14.184996
H -0.011151 -0.912624 -12.336260
H 0.849950 -0.027029 -11.144110
H 1.705128 -0.995715 -12.172941
H -0.187818 1.777184 -14.875734
H -0.495220 2.908764 -13.686728
H -1.318108 1.433611 -13.563884
H 0.933516 -4.289360 -4.415029
H 2.182327 -2.997473 -4.123979
H -3.820778 -2.857687 1.571306
H -4.387598 -3.907608 0.234355
H -6.267881 -1.276030 0.733833
H -6.682126 -1.935634 -0.841954
H -6.356012 -0.160765 -0.544628
H -2.952515 -0.033106 1.196375
H -3.240545 0.990130 -0.235319
H -2.147640 -0.376865 -0.343997
H -4.242463 -0.830998 -3.134056
H -4.465464 -2.363999 -2.768283
H -2.760936 -1.721613 -2.636695

Force components x, y, z for each atom (eV/Å):
Mn -0.178 -1.416 -1.390
C 2.625 0.468 0.539
C -2.678 -0.070 0.196
C -0.322 -0.340 -0.254
C -0.756 -0.442 -0.244
N 2.054 -0.697 -0.153
N 0.330 1.871 1.779
B 0.349 0.771 -0.545
N 0.492 1.262 -0.662
C -0.741 0.661 0.269
C 0.728 0.766 -0.214
C -0.318 -0.642 -0.257
C -0.077 -1.090 1.047
N 0.703 -0.174 0.055
N -0.465 -0.553 1.155
C 0.119 -0.221 0.141
C 0.783 -1.703 -0.797
C -0.187 1.608 -0.995
C -0.774 -0.672 0.584
N -0.173 0.109 0.425
N 0.051 -1.703 -0.602
C 1.082 1.346 0.680
C 0.989 0.066 -1.175
C -0.626 -0.304 0.436
C 1.360 1.474 1.333
N -0.613 0.155 -0.356
H -0.661 -0.756 -1.109
H -0.152 -0.299 -0.006
H -0.326 0.130 0.131
H -0.406 -0.136 -0.395
H 0.123 0.582 0.804
H 0.143 -0.705 -0.160
H 0.197 -0.726 0.571
H -0.174 -0.263 0.039
H -0.202 0.747 -0.481
H -0.297 0.626 0.367
H -0.379 0.644 0.388
H 0.543 0.924 0.114
H 0.284 0.488 -0.927
H 0.719 0.065 0.323
H -0.579 -1.100 0.695
H -1.479 -0.110 0.334
H -0.406 -0.239 0.062
H -0.581 -1.429 -0.077
H -0.345 0.823 -0.158
H -0.020 -0.407 -0.973
Se 0.092 0.413 0.034
Sb -0.277 -0.109 -0.489
Se -0.113 0.260 0.221
Se 0.364 -0.482 -0.322
Se -0.060 1.139 -0.037
O 2.448 0.577 0.926
C -3.739 2.926 3.215
N 3.793 -0.384 -0.662
C -2.651 -0.763 -3.158
C 0.463 -0.073 1.350
O -0.648 -0.274 0.286
N 0.176 -3.123 -3.078
C -1.005 0.456 0.820
C -1.238 0.052 1.378
C 0.072 1.027 0.189
C -0.536 -0.382 0.228
C 0.539 -1.263 0.627
C -0.924 0.400 1.002
C 0.172 0.316 -0.403
C 1.231 0.715 3.064
C -1.579 -1.186 -1.685
C 1.551 1.564 -1.148
C -1.293 0.344 1.709
C 0.011 0.073 -1.011
H 0.513 0.049 -0.516
H 0.640 0.066 -0.694
H 0.395 -0.889 -0.633
H 0.123 0.472 0.486
H 0.230 0.687 -1.780
H 0.858 -0.326 -0.848
H -0.160 -0.930 -1.563
H -0.318 -0.318 1.048
H 0.375 -0.158 0.372
H 0.940 -0.364 -0.024
H 0.379 -0.530 -0.176
C -0.205 -1.518 2.496
Si 0.697 -0.164 0.238
C -3.225 3.129 1.580
C -1.260 0.608 -1.053
C -1.064 -1.458 -0.221
Te -0.616 0.443 0.486
C 0.815 -1.223 -1.873
Si 0.145 1.959 -1.192
C -1.085 -0.022 -0.239
C 0.728 0.084 0.123
C -0.304 -0.719 0.990
H -0.191 0.317 0.227
H 0.323 0.289 -0.310
H 0.440 0.951 -2.309
H -0.529 -0.440 -0.419
H 0.024 -0.056 -0.663
H 3.882 -3.110 -0.140
H -0.094 -0.240 -0.166
H 0.343 0.861 0.332
H -0.201 -0.604 0.081
H 0.214 1.159 1.040
H 0.074 0.507 -0.123
H -0.083 0.129 0.760
H 0.355 0.811 0.246
H -0.115 -0.247 0.584
H 0.615 0.722 0.315
H 0.332 -0.601 -0.331
H -0.133 -0.091 -0.399
H -0.472 -0.885 0.051
H -0.240 0.352 0.315
H 0.268 0.979 0.645
H 0.356 -1.140 -0.188
H -0.381 -0.152 -0.147

Output
* LUMO level (spin up / spin down): -9.21 / -9.16 eV
* net charge: +3
* E: -14083.9351 hartree
* 2S+1: 2
* frontier orbital gap (spin up / spin down): 4.35 / 4.40 eV
* HOMO energy (spin up / spin down): -13.56 / -13.56 eV

Question: What is the net charge in the first record?
Answer: 0